Molecular formula: C31H29ClN7OPSiTc
Method: DFT, ωB97M-V/def2-TZVPD

Geometry as XYZ:
```
72
Properties=species:S:1:pos:R:3:lowdin_spin:R:1
Tc 0.24 0.73 0.70 1.7837
Cl -1.88 1.91 0.43 0.0092
C -2.77 1.13 -0.89 0.0005
C -4.04 1.62 -1.14 0.0004
C -4.75 1.06 -2.19 -0.0002
C -4.19 0.05 -2.96 0.0008
C -2.92 -0.42 -2.69 -0.0004
C -2.18 0.11 -1.63 0.0007
P -0.47 -0.44 -1.33 0.0269
C 0.34 -0.08 -2.91 0.0051
C 0.16 1.21 -3.42 -0.0003
C 0.68 1.55 -4.66 0.0002
C 1.39 0.61 -5.39 0.0000
C 1.59 -0.66 -4.89 0.0010
C 1.06 -1.01 -3.65 0.0004
C -0.50 -2.23 -1.07 0.0044
C -1.68 -2.93 -0.86 0.0004
C -1.63 -4.29 -0.59 0.0003
C -0.42 -4.96 -0.52 0.0001
C 0.77 -4.25 -0.71 0.0001
C 0.73 -2.89 -0.97 0.0003
H -4.45 2.42 -0.54 0.0000
H -5.74 1.43 -2.41 0.0000
H -4.75 -0.37 -3.79 0.0000
H -2.48 -1.19 -3.31 0.0000
H -0.42 1.95 -2.87 -0.0002
H 0.52 2.54 -5.06 0.0001
H 1.79 0.87 -6.36 0.0000
H 2.15 -1.39 -5.45 0.0001
H 1.19 -2.02 -3.29 0.0000
H -2.64 -2.43 -0.91 0.0001
H -2.56 -4.84 -0.45 0.0000
H -0.39 -6.02 -0.34 0.0000
H 1.72 -4.77 -0.67 0.0000
H 1.66 -2.35 -1.10 0.0000
N -0.43 -2.70 2.96 0.0067
C -1.76 -2.34 3.04 0.0018
C -1.89 -1.18 2.34 0.0045
N -0.65 -0.84 1.84 0.0072
C 0.20 -1.77 2.23 0.0089
C 1.58 -1.61 1.81 0.0177
N 1.85 -0.55 1.05 0.0031
C 3.19 -0.60 0.73 0.0053
C 3.72 -1.71 1.31 -0.0002
N 2.69 -2.33 1.99 0.0114
H -0.02 -3.51 3.40 0.0001
H -2.48 -2.92 3.59 0.0000
H -2.76 -0.58 2.18 0.0001
H 3.67 0.14 0.12 0.0000
H 4.72 -2.10 1.32 -0.0001
H 2.77 -3.17 2.53 0.0002
N 1.33 1.94 -0.39 0.1339
C 2.04 2.53 -1.10 0.0331
C 2.90 3.15 -1.97 0.2418
C 3.10 4.55 -1.95 0.0209
N 3.25 5.70 -1.95 0.1443
C 3.61 2.28 -2.85 0.0199
N 4.15 1.51 -3.50 0.1304
C -1.73 2.72 3.94 0.0060
Si 0.10 2.42 3.80 0.0323
C 0.66 1.22 5.10 0.0082
C 1.03 4.01 3.95 0.0045
O 0.41 1.70 2.31 0.3217
H -1.95 3.10 4.94 0.0008
H -2.31 1.81 3.79 0.0000
H -2.07 3.47 3.23 0.0001
H 0.55 1.67 6.09 0.0013
H 1.71 0.96 4.96 0.0000
H 0.06 0.30 5.08 0.0000
H 0.75 4.49 4.89 0.0006
H 0.80 4.71 3.14 -0.0001
H 2.10 3.85 3.96 -0.0001
```

The LUMO energy (spin up / spin down) comes out at -5.71 / -8.45 eV. The HOMO-LUMO gap (spin up / spin down) is 8.5467 / 5.5070 eV. As for the multiplicity: 4. Its net charge is +2. For the energy relative to the best compared isomer or geometry (same formula, charge and spin), the calculation gives 6.5 kJ/mol. For the HOMO energy (spin up / spin down), the calculation gives -14.25 / -13.96 eV.

***

Molecular formula: C31H29F2MnN4O6S
Method: DFT, ωB97M-V/def2-TZVPD

Geometry as XYZ:
```
74
Properties=species:S:1:pos:R:3:nbo_charge:R:1
Mn -3.63 1.67 -0.88 1.2620
C -2.71 -5.99 -0.91 -0.6274
C -2.18 -5.05 -1.98 -0.2079
N -2.18 -3.64 -1.55 -0.3408
C -3.19 -2.85 -1.92 0.1866
C -3.34 -1.54 -1.54 -0.3322
C -4.56 -0.84 -2.05 0.7871
O -5.48 -1.42 -2.55 -0.5505
O -4.51 0.49 -1.95 -0.7229
C -2.41 -0.96 -0.65 0.5277
O -2.50 0.19 -0.15 -0.6541
C -1.30 -1.82 -0.25 -0.1586
C -0.31 -1.30 0.60 -0.2087
C 0.74 -2.09 0.98 0.4021
F 1.71 -1.57 1.74 -0.3252
C 0.84 -3.43 0.58 0.1114
C -0.13 -3.94 -0.26 -0.2679
C -1.19 -3.14 -0.70 0.2654
N 1.89 -4.29 1.02 -0.4508
C 2.79 -4.81 0.01 -0.2382
C 3.36 -6.14 0.46 -0.2260
N 4.06 -5.93 1.79 -0.4946
C 3.12 -5.34 2.81 -0.2253
C 2.56 -4.03 2.28 -0.2422
H -2.71 -7.01 -1.29 0.2405
H -3.74 -5.73 -0.65 0.2334
H -2.12 -5.95 0.00 0.2088
H -2.79 -5.09 -2.88 0.2319
H -1.16 -5.30 -2.29 0.2057
H -3.93 -3.30 -2.56 0.2550
H -0.37 -0.27 0.93 0.2651
H -0.08 -4.99 -0.53 0.2291
H 3.61 -4.11 -0.21 0.1943
H 2.26 -4.97 -0.93 0.2510
H 4.10 -6.54 -0.23 0.2450
H 2.58 -6.87 0.65 0.2323
H 4.85 -5.29 1.65 0.4316
H 4.45 -6.81 2.13 0.4466
H 3.69 -5.20 3.73 0.2455
H 2.34 -6.08 2.97 0.2342
H 3.37 -3.30 2.18 0.2008
H 1.86 -3.65 3.01 0.2591
C 0.21 6.95 2.55 -0.6329
C 0.73 6.59 1.18 -0.0250
C 2.23 6.35 1.17 -0.4067
C 2.72 6.19 -0.26 -0.4262
C 1.90 5.17 -1.00 -0.0217
C 2.40 4.55 -2.12 -0.2186
C 1.66 3.57 -2.79 0.4089
F 2.21 3.00 -3.87 -0.3036
C 0.42 3.18 -2.37 -0.2413
C -0.10 3.79 -1.22 -0.1271
C -1.39 3.36 -0.72 0.4987
O -2.07 2.55 -1.44 -0.6232
C -1.81 3.89 0.51 -0.3538
C -1.07 4.90 1.09 0.1845
N 0.06 5.38 0.59 -0.3172
C 0.62 4.78 -0.55 0.2261
C -3.03 3.47 1.25 0.7869
O -3.36 4.02 2.28 -0.5692
O -3.71 2.45 0.75 -0.6544
H 0.77 7.82 2.90 0.2480
H 0.35 6.14 3.27 0.2249
H -0.85 7.24 2.54 0.2305
H 0.51 7.40 0.48 0.2126
H 2.45 5.45 1.75 0.2141
H 2.73 7.19 1.65 0.2402
H 3.77 5.91 -0.30 0.2397
H 2.63 7.16 -0.78 0.2338
H 3.39 4.80 -2.50 0.2452
H -0.14 2.43 -2.90 0.2565
H -1.45 5.35 1.99 0.2627
S -5.67 4.14 -2.11 0.4911
C -4.78 3.06 -1.59 -0.1624
```

The LUMO energy (spin up / spin down) comes out at -5.00 / -5.18 eV. The HOMO-LUMO gap (spin up / spin down) is 8.0182 / 7.7564 eV. As for the multiplicity: 3. Its net charge is +2. For the HOMO energy (spin up / spin down), the calculation gives -13.02 / -12.94 eV.

***

Molecular formula: C31H29FN8O3V
Method: DFT, ωB97M-V/def2-TZVPD

Geometry as XYZ:
```
73
Properties=species:S:1:pos:R:3:lowdin_spin:R:1
V -3.39 -0.86 0.79 2.7384
N -2.71 3.01 2.93 0.0025
C -2.95 1.71 2.76 0.0136
N -3.51 1.19 1.71 0.0130
C -3.90 2.05 0.67 0.0003
N -4.55 1.60 -0.36 0.0067
N -4.76 0.25 -0.20 -0.0125
C -5.86 -0.28 -0.56 0.0792
C -6.11 -1.61 0.01 0.0133
C -7.23 -2.35 -0.32 0.0109
C -7.46 -3.54 0.36 0.0130
C -6.56 -3.94 1.34 0.0085
C -5.46 -3.14 1.60 0.0193
N -5.24 -1.99 0.97 0.0155
C -3.60 3.47 0.77 -0.0001
C -3.91 4.38 -0.25 0.0000
C -3.63 5.72 -0.09 0.0003
C -3.05 6.18 1.09 -0.0006
C -2.73 5.30 2.11 0.0007
C -3.01 3.95 1.94 -0.0007
H -2.31 3.32 3.80 0.0000
H -2.65 1.06 3.56 0.0027
H -6.60 0.24 -1.15 0.0031
H -7.90 -2.01 -1.09 0.0001
H -8.33 -4.15 0.13 0.0004
H -6.70 -4.85 1.89 0.0001
H -4.71 -3.44 2.33 0.0022
H -4.37 4.01 -1.16 0.0000
H -3.88 6.42 -0.87 0.0000
H -2.85 7.23 1.22 0.0000
H -2.28 5.65 3.03 0.0000
F 2.63 2.69 -0.49 0.0001
C 2.46 1.35 -0.42 0.0004
C 1.21 0.87 -0.17 0.0003
C 0.98 -0.50 -0.05 0.0001
C -0.36 -1.00 0.23 0.0042
O -1.31 -0.19 0.43 0.0138
C -0.48 -2.42 0.28 0.0018
C 0.61 -3.21 0.17 0.0027
N 1.86 -2.75 -0.09 0.0033
C 2.96 -3.68 -0.18 0.0002
C 3.61 -3.91 -1.52 0.0001
C 2.76 -4.97 -0.90 0.0000
C 2.06 -1.38 -0.20 0.0004
C 3.34 -0.87 -0.47 0.0001
C 3.57 0.49 -0.58 0.0006
N 4.87 0.95 -0.88 0.0002
C 5.12 2.33 -1.29 0.0000
C 6.58 2.44 -1.75 0.0000
N 7.00 1.11 -2.30 0.0000
C 7.10 0.08 -1.20 0.0000
C 6.01 0.39 -0.17 0.0000
C -1.87 -3.01 0.45 0.0055
O -2.10 -3.84 1.31 0.0006
O -2.71 -2.45 -0.35 0.0353
H 0.38 1.56 -0.05 0.0000
H 0.52 -4.28 0.29 0.0001
H 3.59 -3.68 0.70 0.0001
H 4.68 -4.06 -1.55 0.0000
H 3.19 -3.37 -2.36 0.0000
H 3.23 -5.85 -0.49 0.0000
H 1.79 -5.15 -1.36 0.0000
H 4.15 -1.56 -0.62 0.0000
H 4.96 3.07 -0.50 0.0000
H 4.46 2.58 -2.12 0.0000
H 7.27 2.66 -0.94 0.0000
H 6.70 3.20 -2.52 0.0000
H 7.89 1.18 -2.80 0.0000
H 6.29 0.79 -2.97 0.0000
H 8.10 0.15 -0.77 0.0000
H 6.97 -0.89 -1.66 0.0000
H 6.37 1.08 0.60 0.0000
H 5.73 -0.53 0.34 0.0000
```

The LUMO energy (spin up / spin down) comes out at -4.74 / -4.74 eV. The HOMO-LUMO gap (spin up / spin down) is 6.8895 / 7.8749 eV. As for the multiplicity: 4. Its net charge is +2. For the energy relative to the best compared isomer or geometry (same formula, charge and spin), the calculation gives 111.2 kJ/mol. For the HOMO energy (spin up / spin down), the calculation gives -11.63 / -12.61 eV.